{
  "formula": "C20H20CrN5O",
  "method": "ωB97M-V/def2-TZVPD",
  "elements": ["Cr", "C", "C", "C", "C", "C", "C", "C", "N", "N", "C", "C", "C", "C", "C", "C", "N", "C", "C", "C", "C", "C", "C", "N", "H", "H", "H", "H", "H", "H", "H", "H", "H", "H", "H", "H", "H", "H", "H", "H", "H", "H", "H", "H", "O", "C", "N"],
  "xyz": [[0.08468, -0.23675, -0.80661], [0.37055, 1.30491, 1.74919], [-0.93068, 0.58752, 2.11300], [-0.89216, -0.87160, 1.88294], [-1.43767, -1.70511, 2.81899], [-1.44542, -3.07295, 2.63387], [-0.92171, -3.58011, 1.44673], [-0.40396, -2.69370, 0.51667], [-0.40210, -1.36032, 0.74022], [0.52664, 1.52029, 0.28280], [-0.43345, 2.57234, -0.23965], [-1.75307, 1.96509, -0.68546], [-2.84909, 2.78322, -0.89811], [-3.98397, 2.24760, -1.47124], [-4.03334, 0.88375, -1.70067], [-2.88884, 0.11228, -1.44385], [-1.75246, 0.66235, -0.98923], [1.96804, 1.89708, -0.02000], [2.80987, 0.61288, -0.25274], [4.17439, 0.53749, -0.04600], [4.83342, -0.65885, -0.32713], [4.10501, -1.70614, -0.87733], [2.74203, -1.57617, -1.02908], [2.11092, -0.42147, -0.71045], [1.18867, 0.68277, 2.12233], [0.33545, 2.29365, 2.22184], [-1.74219, 1.14277, 1.59280], [-1.09895, 0.78339, 3.16819], [-1.92097, -1.29027, 3.70562], [-1.91264, -3.74078, 3.33991], [-0.96438, -4.63989, 1.18866], [-0.04480, -3.01899, -0.44876], [0.07583, 3.05385, -1.13171], [-0.62982, 3.39348, 0.48566], [-2.76686, 3.83808, -0.66435], [-4.81588, 2.83148, -1.81566], [-4.94076, 0.40756, -2.06894], [-2.91561, -0.96852, -1.60144], [2.34245, 2.48275, 0.86115], [2.02205, 2.51984, -0.92045], [4.70608, 1.39634, 0.32020], [5.89253, -0.79325, -0.20119], [4.50678, -2.68037, -1.12001], [2.12667, -2.34021, -1.43917], [0.64263, -2.23901, -4.42427], [0.30414, -1.70910, -3.45645], [0.01196, -1.20921, -2.40079]],
  "charge": 2,
  "spin_multiplicity": 4,
  "e_above_lowest_kj_mol": 0.00,
  "e_tot_ha": -2167.19172,
  "orbital_gap_ev": [8.4, 9.2],
  "homo_energy_ha": [-0.57341, -0.58990]
}